[1]
Entry from the OMol25 dataset: a molecular structure, C28H58GeN3O3RuSSbSe4Si2 at a distorted geometry (ωB97M-V/def2-TZVPD).

Geometry as XYZ:
```
102
Properties=species:S:1:pos:R:3:lowdin_spin:R:1
Ru 0.056 -0.047 1.449 2.37
C 3.778 -1.742 1.860 0.00
C 3.298 -1.612 0.413 0.00
C 4.482 -1.433 -0.519 0.00
C 2.451 -2.874 0.074 0.00
O 2.475 -0.416 0.432 0.01
Si 2.537 1.079 -0.312 0.01
S 0.478 1.620 -0.171 0.15
O 3.529 2.086 0.494 0.00
C 3.660 2.832 1.698 0.00
C 2.518 2.586 2.678 0.00
C 4.983 2.410 2.333 0.00
C 3.706 4.309 1.320 0.00
O 3.006 1.066 -1.862 0.00
C 3.852 1.922 -2.634 0.00
C 5.301 1.798 -2.172 0.00
C 3.362 3.365 -2.526 0.00
C 3.727 1.433 -4.071 0.00
H 4.489 -2.568 1.952 0.00
H 2.928 -1.928 2.518 0.00
H 4.272 -0.819 2.171 0.00
H 5.057 -2.357 -0.568 0.00
H 5.119 -0.629 -0.131 0.00
H 4.164 -1.186 -1.530 0.00
H 2.997 -3.693 0.563 0.00
H 1.509 -4.081 -1.329 0.00
H 0.541 -2.168 0.162 0.00
H 2.590 1.593 3.119 0.00
H 1.550 2.689 2.190 0.00
H 2.558 3.324 3.482 0.00
H 4.947 1.353 2.596 0.00
H 5.176 2.989 3.239 0.00
H 5.804 2.563 1.630 0.00
H 2.746 4.623 0.907 0.00
H 4.486 4.487 0.577 0.00
H 3.915 4.917 2.203 0.00
H 5.390 2.056 -1.117 0.00
H 5.935 2.476 -2.750 0.00
H 5.652 0.776 -2.318 0.00
H 3.466 3.736 -1.507 0.00
H 2.310 3.424 -2.810 0.00
H 3.944 4.011 -3.188 0.00
H 3.982 0.375 -4.124 0.00
H 4.397 2.005 -4.720 0.00
H 2.702 1.556 -4.424 0.00
Se -5.639 2.183 0.662 0.50
Sb -4.033 2.243 2.556 0.00
Se -1.636 1.598 1.439 0.14
Se -3.834 4.468 3.502 0.01
Se -5.837 0.959 3.726 0.51
C -4.504 -0.793 -1.374 0.00
N -3.827 -1.249 -0.168 0.01
C -4.621 -1.449 1.045 0.00
C -2.529 -1.339 -0.119 0.03
N -1.377 -1.449 -0.042 0.05
H -5.037 0.133 -1.156 0.00
H -5.209 -1.558 -1.710 0.00
H -3.771 -0.619 -2.157 0.00
H -5.219 -0.560 1.241 0.00
H -3.960 -1.614 1.893 0.00
H -5.270 -2.320 0.924 0.00
C -2.344 -0.396 4.519 0.01
Ge -0.646 0.582 4.667 0.02
C -0.683 2.524 4.798 0.00
C -0.094 0.155 6.542 0.00
C 0.510 -0.452 3.480 0.07
H -2.129 -1.414 4.854 0.00
H -2.635 -0.462 3.471 0.00
H -3.175 0.011 5.092 0.01
H -1.601 2.803 5.314 0.00
H -0.661 3.078 3.863 0.00
H 0.174 2.821 5.408 0.00
H -0.765 0.639 7.256 0.00
H 0.922 0.512 6.736 0.00
H -0.113 -0.922 6.728 0.00
H 0.409 -1.495 3.788 0.02
H 1.564 -0.164 3.540 0.01
C 1.327 -4.825 2.762 0.00
Si 0.268 -4.097 1.395 0.00
C -1.344 -3.447 2.114 0.01
C -0.163 -5.482 0.203 0.00
N 1.142 -2.752 0.738 0.01
C 2.289 -3.303 -1.417 0.00
C 3.537 -3.939 -1.999 0.00
C 4.144 -3.489 -3.132 0.00
C 3.672 -2.394 -3.883 0.00
C 2.459 -1.808 -3.437 0.00
C 1.792 -2.193 -2.318 0.00
H 0.805 -5.656 3.245 0.00
H 1.547 -4.073 3.523 0.00
H 2.275 -5.211 2.378 0.00
H -2.213 -3.953 1.686 0.00
H -1.459 -2.379 1.915 0.01
H -1.378 -3.574 3.199 0.00
H -0.831 -6.197 0.697 0.00
H 0.720 -6.026 -0.137 0.00
H -0.677 -5.088 -0.676 0.00
H 3.945 -4.799 -1.469 0.00
H 5.041 -4.007 -3.472 0.00
H 4.177 -2.058 -4.779 0.00
H 2.026 -1.002 -4.026 0.00
H 0.830 -1.743 -2.087 0.00
```

The spin multiplicity is 5. The calculation puts the HOMO-LUMO gap (alpha / beta) at 0.1234 / 0.1179 Ha. As for the net charge: -2. Its electronic energy is -394206.54081 eV. The value obtained for the energy above the lowest of the compared OMol25 structures with the same formula, charge and spin is 410.76 kJ/mol. The value obtained for the maximum force is 1.63 eV/A. The HOMO energy (alpha / beta) comes out at -0.3 / -0.3 eV.

***

[2]
Entry from the OMol25 dataset: 3 unconnected molecules or ions with the total composition C28H58N3 (ωB97M-V/def2-TZVPD).

Geometry as XYZ:
```
89
Properties=species:S:1:pos:R:3:lowdin_charge:R:1
C 4.620 -1.649 2.244 -0.09
C 3.533 -1.703 1.156 -0.24
C 4.045 -1.957 -0.264 -0.20
C 5.301 -1.173 -0.674 -0.18
C 5.090 -0.193 -1.852 -0.19
C 5.244 1.276 -1.460 -0.19
C 4.312 1.703 -0.326 -0.20
C 2.839 1.595 -0.713 -0.10
C 1.905 1.788 0.445 -0.18
C 0.686 1.133 0.525 0.06
C -0.149 1.302 1.626 -0.16
C -1.439 0.561 1.680 -0.14
C -2.625 1.421 1.199 -0.17
C -3.673 0.615 0.435 -0.27
N -3.750 -0.766 0.917 0.00
C 0.270 2.156 2.642 0.07
C 1.482 2.815 2.546 -0.27
N 1.940 3.655 3.572 0.13
N 2.258 2.612 1.453 0.20
H 4.343 -2.183 3.144 0.07
H 4.846 -0.615 2.494 0.06
H 5.550 -2.070 1.873 0.07
H 2.919 -0.806 1.207 0.08
H 2.859 -2.519 1.408 0.10
H 3.228 -1.722 -0.944 0.09
H 4.219 -3.020 -0.388 0.10
H 6.061 -1.884 -0.981 0.11
H 5.727 -0.617 0.156 0.09
H 4.106 -0.372 -2.275 0.09
H 5.796 -0.391 -2.651 0.11
H 6.272 1.443 -1.153 0.12
H 5.018 1.892 -2.327 0.12
H 4.562 2.722 -0.027 0.11
H 4.486 1.076 0.548 0.10
H 2.635 0.600 -1.087 0.11
H 2.588 2.294 -1.507 0.14
H 0.403 0.466 -0.272 0.14
H -1.628 0.241 2.700 0.13
H -1.347 -0.329 1.070 0.11
H -3.121 1.812 2.085 0.11
H -2.318 2.272 0.601 0.11
H -3.412 0.578 -0.621 0.12
H -4.642 1.103 0.527 0.09
H -3.889 -0.808 1.917 0.07
H -4.487 -1.271 0.453 0.07
H -0.323 2.297 3.529 0.14
H 1.557 4.590 3.515 0.11
H 2.950 3.683 3.627 0.10
H 3.151 3.083 1.397 0.16
C 0.079 -7.576 -0.543 -0.11
C 1.046 -7.681 -1.719 -0.27
C 2.463 -7.218 -1.387 -0.23
C 2.578 -5.750 -0.974 -0.23
C 2.052 -4.749 -2.002 -0.27
C 2.804 -4.788 -3.329 -0.10
H -0.048 -6.543 -0.215 0.06
H -0.906 -7.954 -0.819 0.07
H 0.436 -8.161 0.307 0.08
H 0.653 -7.115 -2.568 0.10
H 1.093 -8.723 -2.045 0.11
H 3.110 -7.407 -2.247 0.10
H 2.857 -7.836 -0.575 0.11
H 3.633 -5.530 -0.773 0.10
H 2.053 -5.594 -0.027 0.10
H 2.138 -3.744 -1.579 0.08
H 0.986 -4.913 -2.179 0.10
H 3.869 -4.594 -3.179 0.07
H 2.419 -4.031 -4.014 0.07
H 2.702 -5.754 -3.823 0.07
C -3.990 4.693 -0.711 -0.11
C -4.892 4.375 0.479 -0.27
C -6.236 3.768 0.078 -0.23
C -7.117 4.673 -0.785 -0.23
C -7.450 6.028 -0.162 -0.27
C -8.235 5.922 1.143 -0.11
H -4.436 5.441 -1.367 0.07
H -3.029 5.088 -0.374 0.07
H -3.796 3.796 -1.304 0.07
H -5.047 5.278 1.074 0.10
H -4.373 3.666 1.131 0.08
H -6.779 3.483 0.983 0.10
H -6.055 2.837 -0.471 0.10
H -8.050 4.142 -0.998 0.11
H -6.638 4.835 -1.754 0.10
H -8.038 6.601 -0.882 0.11
H -6.534 6.602 0.007 0.10
H -9.170 5.380 0.991 0.08
H -8.481 6.912 1.526 0.07
H -7.666 5.405 1.917 0.06
```

The calculation puts the HOMO-LUMO gap at 0.3018 Ha. As for the net charge: +1. Its electronic energy is -34442.47839 eV. The value obtained for the maximum force is 0.74 eV/A. The HOMO energy comes out at -11.7 eV.

***

[3]
Entry from the OMol25 dataset: 10 unconnected molecules or ions with the total composition C28H58O10 at a distorted geometry (ωB97M-V/def2-TZVPD).

Geometry as XYZ:
```
96
Properties=species:S:1:pos:R:3:lowdin_charge:R:1
C 2.476 -0.561 5.951 -0.01
C 2.647 0.001 4.580 -0.48
C 3.549 1.200 4.471 -0.01
O 2.098 -0.456 3.579 0.04
H 3.383 -0.584 6.505 0.07
H 1.996 -1.535 5.888 0.08
H 1.817 0.162 6.509 0.11
H 4.595 0.847 4.343 0.10
H 3.551 1.771 5.338 0.05
H 3.174 1.731 3.631 0.07
C -0.539 5.580 -5.529 -0.02
C -0.893 4.661 -4.399 -0.46
C -2.295 4.065 -4.318 -0.02
O -0.024 4.333 -3.575 0.03
H -1.321 6.362 -5.642 0.10
H -0.549 5.074 -6.441 0.06
H 0.400 6.066 -5.380 0.08
H -2.463 3.620 -3.346 0.06
H -2.379 3.267 -5.073 0.08
H -3.089 4.821 -4.647 0.11
C 0.012 -2.472 2.909 -0.03
C 0.261 -3.775 3.656 -0.47
C -0.608 -4.090 4.871 -0.01
O 1.164 -4.517 3.388 0.07
H -0.239 -1.746 3.652 0.07
H -0.881 -2.634 2.250 0.07
H 0.807 -2.011 2.343 0.04
H -1.642 -4.054 4.611 0.07
H -0.363 -3.338 5.645 0.09
H -0.285 -4.968 5.367 0.07
C -3.672 1.813 -1.370 0.00
C -3.212 2.155 0.038 -0.39
C -4.119 2.853 1.066 -0.01
O -2.022 1.981 0.356 0.02
H -2.934 1.266 -1.910 0.04
H -3.842 2.721 -1.937 0.08
H -4.619 1.317 -1.364 0.08
H -5.146 3.068 0.644 0.09
H -3.669 3.861 1.294 0.10
H -4.257 2.180 1.912 0.08
C -0.977 -1.451 -3.847 -0.01
C -1.432 -0.035 -4.175 -0.49
C -0.361 0.862 -4.697 -0.02
O -2.585 0.358 -4.049 0.03
H -0.460 -1.836 -4.673 0.06
H -1.754 -2.121 -3.478 0.08
H -0.326 -1.263 -2.941 0.08
H -0.760 1.781 -5.201 0.08
H 0.431 0.472 -5.311 0.07
H 0.186 1.248 -3.767 0.11
C 3.430 -2.164 0.915 -0.01
C 4.436 -1.121 1.467 -0.41
C 5.015 0.029 0.550 -0.01
O 4.727 -1.121 2.653 0.03
H 2.817 -2.423 1.717 0.02
H 3.815 -3.026 0.289 0.10
H 2.771 -1.612 0.191 0.07
H 4.205 0.686 0.213 0.05
H 5.484 -0.353 -0.374 0.08
H 5.621 0.694 1.179 0.08
C -2.509 -2.081 0.154 -0.02
C -3.971 -1.797 -0.022 -0.48
C -4.600 -2.203 -1.352 -0.01
O -4.582 -1.163 0.806 0.06
H -2.225 -3.154 0.211 0.09
H -2.069 -1.597 0.982 0.05
H -2.043 -1.729 -0.786 0.08
H -5.669 -2.386 -1.394 0.08
H -4.165 -3.085 -1.707 0.05
H -4.360 -1.364 -2.042 0.09
C 1.602 4.276 -0.807 -0.02
C 1.911 3.717 0.579 -0.50
C 1.265 4.451 1.680 -0.03
O 2.540 2.688 0.696 0.04
H 1.881 5.294 -0.873 0.07
H 0.536 4.336 -0.957 0.07
H 2.032 3.705 -1.634 0.09
H 1.870 4.515 2.597 0.09
H 0.408 3.803 1.946 0.10
H 0.906 5.462 1.436 0.09
C 0.384 -3.958 -0.555 -0.03
C 0.239 -5.379 -0.131 -0.54
C 1.566 -6.086 0.130 0.00
O -0.832 -5.826 0.022 0.10
H 1.361 -3.789 -0.939 0.06
H 0.246 -3.397 0.420 0.09
H -0.364 -3.740 -1.336 0.09
H 2.057 -5.708 0.977 0.06
H 2.189 -6.012 -0.760 0.09
H 1.263 -7.093 0.329 0.07
C 0.676 0.101 -0.715 -0.14
O -0.585 0.551 -1.221 -0.17
H 0.433 -0.566 0.141 0.07
H 1.218 -0.362 -1.566 0.08
H 1.324 0.866 -0.277 0.05
H -1.085 1.073 -0.562 0.00
```

The calculation puts the HOMO-LUMO gap at 0.3573 Ha. As for the net charge: 0. Its electronic energy is -50449.33547 eV. The value obtained for the energy above the lowest of the compared OMol25 structures with the same formula, charge and spin is 213.80 kJ/mol. The value obtained for the maximum force is 3.83 eV/A. The HOMO energy comes out at -9.2 eV.